57
Properties=species:S:1:pos:R:3 method="wB97M-V/def2-TZVPD" charge=-1 gap_ev=8.28 homo_energy_ev=-6.591 max_force_ev_per_a=6.9
F -0.99 1.59 2.12
O -6.83 -2.90 -0.08
F -0.76 -1.55 -3.47
O 2.60 -7.38 -6.99
H 2.57 -8.13 -6.40
O -0.56 -1.34 1.90
O 1.58 -0.15 1.46
H 0.10 6.99 3.62
F -0.14 2.09 0.21
H -5.95 -3.02 -0.45
S -0.59 -2.07 -0.81
H 6.06 3.49 1.94
O 0.21 7.30 2.72
O 1.75 7.39 -1.72
O -2.23 2.69 8.47
N 0.28 -0.85 -0.72
O 6.28 2.68 1.50
F -1.22 -3.62 -2.85
H -6.84 -1.99 0.20
H 1.56 7.43 -0.79
H -7.31 3.10 1.54
O -0.13 -1.19 -9.55
O -6.66 3.69 1.92
H -0.64 -1.83 -9.04
H 5.04 -3.80 3.20
O 3.20 -7.17 -1.51
C -0.80 1.17 0.89
F -1.94 0.83 0.33
H -2.37 -3.39 7.39
H 2.67 -6.52 -1.04
O -2.04 -1.82 -0.52
H -1.41 -3.11 6.25
H -0.54 6.96 2.25
H 3.05 -6.70 -6.49
H -2.98 3.18 8.81
H -6.32 3.22 2.68
H -4.47 6.08 1.05
H 1.23 1.60 -3.02
H -0.12 -1.55 -10.44
H -1.86 3.27 7.80
O -1.59 -3.73 6.95
H -4.00 6.94 -0.11
H 1.50 8.25 -2.06
C -0.44 -2.55 -2.64
H 5.65 2.04 1.84
O 4.40 -4.45 3.47
F 0.84 -2.88 -2.88
H 4.91 -5.26 3.58
H 0.77 2.90 -3.66
H 4.01 -6.70 -1.73
O -3.77 6.69 0.78
O -0.08 -3.25 -0.13
S 0.18 -0.47 0.98
O 4.75 -1.48 -1.36
O 1.45 2.22 -3.72
H 3.81 -1.42 -1.22
H 5.13 -1.54 -0.48

***

28
Properties=species:S:1:pos:R:3 method="wB97M-V/def2-TZVPD" multiplicity=5 s2=6.054 gap_ev="4.85 / 5.73" homo_energy_ev="-6.426 / -8.543" max_force_ev_per_a=4.7
Cl 5.36 6.87 10.66
N 10.00 4.39 6.77
Ir 11.30 7.04 10.62
C 6.86 9.10 10.61
C 8.04 6.98 10.64
C 9.32 7.62 10.60
C 10.27 6.62 5.90
C 6.84 7.68 10.68
Se 13.77 6.46 10.21
Cl 10.83 9.75 10.76
C 11.06 8.32 7.54
H 11.34 9.23 7.97
C 10.65 7.99 6.26
Te 12.93 6.77 14.23
C 8.07 9.77 10.57
C 9.23 9.02 10.63
Se 10.93 6.48 12.73
Se 10.48 3.55 8.31
H 9.98 6.50 4.83
H 10.59 8.83 5.53
C 10.35 5.66 6.85
Cl 5.36 9.95 10.88
Cl 8.07 5.28 10.82
C 10.98 6.03 8.11
Te 14.87 6.28 12.37
N 11.21 7.31 8.48
N 11.20 5.08 9.03
Cl 8.09 11.46 10.41

***

204
Properties=species:S:1:pos:R:3 method="wB97M-V/def2-TZVPD" charge=+1 gap_ev=9.48 homo_energy_ev=-10.832 max_force_ev_per_a=6.3
N 17.96 14.30 9.71
O 19.39 21.51 17.52
O 15.00 18.50 10.92
H 13.81 15.05 15.68
C 18.62 14.91 10.84
F 15.49 11.73 12.61
O 11.65 14.45 15.92
F 21.40 17.67 16.02
H 15.11 24.87 9.68
S 13.23 15.94 10.00
H 15.51 14.67 15.39
H 16.48 24.73 8.76
C 9.98 22.09 17.79
F 14.33 21.97 12.01
H 17.23 14.03 6.54
H 14.64 22.46 9.62
S 14.16 17.94 19.92
N 17.20 11.98 15.01
F 19.73 17.18 14.74
H 15.41 20.45 17.57
N 19.32 19.15 16.95
H 19.49 25.26 20.31
O 15.81 10.35 16.07
H 5.52 12.98 14.59
H 18.62 13.14 17.18
C 16.06 14.95 18.28
N 13.42 22.50 14.34
H 11.58 20.57 15.33
H 5.03 13.62 12.92
H 19.15 21.05 13.14
F 12.96 15.66 20.72
F 10.23 16.33 17.48
C 17.19 23.61 11.06
C 18.74 21.05 21.57
C 7.83 15.49 10.47
C 18.98 14.25 19.03
H 18.57 19.75 12.27
H 20.03 14.50 18.89
N 10.96 21.24 17.33
O 13.50 24.61 15.63
H 18.01 15.75 11.16
O 14.61 22.68 16.60
N 17.69 20.26 21.79
C 6.96 14.38 13.76
H 17.54 20.30 13.62
C 14.55 14.89 14.92
O 13.36 24.23 12.42
F 19.89 10.85 14.55
H 9.31 18.12 11.85
H 18.61 15.10 19.60
O 19.86 17.23 18.52
O 13.62 19.29 19.81
C 13.73 12.27 17.96
C 8.98 17.69 10.91
S 15.40 17.61 9.78
C 17.46 13.06 9.62
C 15.53 24.23 8.95
O 18.06 14.18 14.31
O 13.71 14.70 10.54
H 16.97 19.84 16.82
C 14.82 14.45 18.45
H 8.50 21.69 13.97
H 19.65 21.00 22.09
F 20.29 12.77 15.35
O 18.93 19.91 19.35
H 14.40 18.76 12.99
H 18.71 23.33 12.71
H 15.60 15.94 13.42
S 16.46 10.53 14.82
C 5.51 13.87 13.90
F 11.80 16.83 19.34
C 15.98 19.58 17.24
H 7.60 13.54 13.89
H 16.32 11.87 17.30
O 12.09 17.21 15.38
C 14.71 18.64 14.03
H 8.39 16.70 13.48
C 18.20 20.58 12.82
F 11.91 17.52 21.40
H 17.95 24.71 21.03
S 18.09 12.79 13.98
C 14.68 16.10 14.00
C 9.25 22.49 16.66
H 20.25 22.68 20.60
H 9.91 17.51 10.35
H 9.99 23.80 12.89
H 8.30 18.28 10.37
H 15.10 20.69 14.96
H 16.49 22.73 20.00
C 19.29 23.08 20.31
O 17.85 17.16 17.16
O 10.18 18.26 14.31
H 16.84 19.13 23.27
H 16.30 16.01 18.42
C 9.53 23.68 13.83
H 17.20 9.59 6.97
S 13.15 22.90 12.84
S 10.71 17.18 15.05
H 12.55 19.98 17.47
S 19.64 20.20 18.07
F 8.57 17.27 16.43
N 18.31 22.15 20.93
F 14.68 9.72 13.00
N 16.50 22.61 10.42
C 12.61 16.92 20.38
N 14.84 13.15 18.07
C 9.92 17.32 16.74
H 16.12 22.25 8.42
C 7.17 14.60 11.23
F 20.49 15.63 16.10
N 9.86 21.87 15.56
C 16.95 22.03 20.64
C 17.97 22.97 12.00
C 16.72 21.43 11.03
S 14.19 23.35 15.41
H 17.34 12.44 10.48
S 10.52 14.39 15.06
C 16.63 11.56 7.79
C 17.77 19.05 22.70
F 21.77 18.91 19.03
O 17.24 9.53 14.19
C 17.97 14.85 8.44
F 22.26 20.48 17.65
C 21.44 20.13 18.61
F 11.57 12.51 13.51
C 20.28 16.97 15.95
C 17.58 13.85 7.59
C 19.04 24.46 20.95
N 14.23 16.84 9.17
H 19.42 24.57 21.97
H 16.14 11.90 6.87
H 13.79 16.24 13.44
C 15.08 19.60 14.97
H 8.01 15.66 9.43
H 8.56 24.22 13.85
N 10.11 15.87 14.50
H 10.24 24.17 14.52
F 12.71 16.81 11.18
H 13.37 12.20 16.92
O 16.30 18.28 8.92
F 12.05 14.56 12.81
H 18.53 10.78 7.09
N 17.16 12.83 8.36
C 16.57 20.80 21.21
C 11.14 13.70 13.40
H 8.41 23.15 16.56
H 15.61 20.36 21.21
F 14.06 11.47 14.16
F 20.60 12.48 13.22
H 6.60 13.73 10.97
C 19.84 12.19 14.29
O 17.90 12.39 12.59
C 15.13 17.62 15.98
H 4.89 14.66 14.28
C 18.22 14.05 17.70
F 10.16 18.43 17.39
S 19.24 17.58 17.30
F 21.60 21.09 19.66
C 16.08 12.85 17.71
H 17.92 9.88 8.58
H 16.10 18.83 18.00
H 12.97 21.68 17.93
C 9.47 22.19 14.13
N 8.27 16.50 11.33
O 12.01 15.77 9.26
H 15.04 16.89 16.73
C 10.86 21.10 15.93
O 9.39 13.63 15.41
H 13.86 14.92 18.59
F 15.53 23.73 14.72
H 18.17 15.86 8.31
H 12.02 20.46 19.03
C 15.63 22.79 9.25
H 14.23 14.09 14.22
F 16.28 16.54 10.59
N 17.62 21.66 12.00
C 17.68 10.38 7.59
H 15.78 11.24 8.42
H 18.64 14.20 11.61
F 10.09 13.73 12.59
H 17.79 18.10 22.18
H 19.15 23.25 19.28
H 16.24 20.48 10.81
H 19.59 15.30 10.55
H 18.59 19.05 23.42
C 15.09 10.88 13.59
O 15.03 17.67 21.02
N 14.82 17.43 14.64
N 7.25 15.10 12.54
C 12.20 20.87 17.99
C 7.95 16.22 12.59
H 17.13 24.63 10.75
O 14.62 17.38 18.64
O 11.93 22.31 12.41
N 16.82 13.91 17.78
H 13.89 11.30 18.43
H 14.87 24.47 8.17
H 18.93 13.39 19.69
H 12.90 12.67 18.54
H 7.23 14.97 14.60
H 10.29 21.70 13.56
N 15.31 18.92 16.17
H 18.54 14.91 17.08
H 9.85 22.48 18.78

***

15
Properties=species:S:1:pos:R:3 method="wB97M-V/def2-TZVPD" charge=-1 gap_ev=9.80 homo_energy_ev=-6.166 max_force_ev_per_a=0.3
H 2.50 -1.00 0.74
S -0.19 1.09 -0.76
H 1.53 1.39 0.77
O 0.52 1.12 -2.02
C 0.97 0.50 0.46
O -3.57 -0.68 -0.13
O -1.90 -0.01 1.56
S -2.20 -0.53 0.26
H 1.28 -1.42 -0.47
H 2.52 -0.23 -0.87
C 1.88 -0.60 -0.07
N -1.30 -0.05 -0.91
O -0.71 2.33 -0.25
F -1.71 -2.07 0.38
H 0.38 0.16 1.32

***

6
Properties=species:S:1:pos:R:3 method="wB97M-V/def2-TZVPD" gap_ev=12.21 homo_energy_ev=-11.522 smiles=O.O max_force_ev_per_a=0.3
H -1.50 -1.26 -0.44
H 2.50 1.09 -0.74
H 1.49 0.85 0.36
O 2.16 1.47 0.07
O -1.85 -1.03 0.42
H -2.79 -1.13 0.33

***

14
Properties=species:S:1:pos:R:3 method="wB97M-V/def2-TZVPD" gap_ev=10.81 homo_energy_ev=-9.755 smiles="C[C@H]1C[C@H]1C=O" max_force_ev_per_a=0.5
H -2.04 0.33 1.23
C -0.44 0.97 -0.19
C 0.95 1.49 -0.12
C 0.55 -1.47 -0.37
H -0.34 0.05 1.83
O 1.40 2.31 -0.88
H -1.11 1.59 -0.78
H 1.58 1.06 0.69
H -1.48 -0.81 -0.92
H 1.11 -1.30 -1.30
C -1.00 0.18 0.97
H 0.22 -2.51 -0.36
C -0.64 -0.54 -0.28
H 1.24 -1.33 0.47

***

67
Properties=species:S:1:pos:R:3 method="wB97M-V/def2-TZVPD" gap_ev=9.01 homo_energy_ev=-9.106 smiles="N#C[C@](CCCS)([C@](S)(C#N)CC(=O)Br)P(=O)(O)O.Fc1ccccc1.Fc1ccccc1.Fc1ccccc1" max_force_ev_per_a=0.7
S -2.30 -0.11 0.36
C -9.70 1.67 2.92
P 1.09 0.90 -0.14
C 5.70 -6.75 -1.71
C 4.85 -5.71 -1.35
C 1.25 4.51 0.75
H 0.46 2.16 3.21
H -2.54 -0.66 1.56
H 2.96 1.32 -3.42
H -7.06 0.03 5.22
C 0.43 3.80 1.84
C -1.50 1.44 1.03
N -1.85 3.13 -0.93
C 5.98 -4.27 -2.93
O -4.58 2.09 1.82
S 3.04 4.39 0.87
Br -3.41 4.53 2.08
C 2.87 -1.99 -4.08
H 0.58 4.36 2.76
H -10.45 2.11 2.29
C -7.40 1.09 3.39
C -3.54 2.61 2.03
C 0.03 1.20 1.34
H 7.34 -7.37 -2.94
C 6.82 -5.31 -3.28
C 0.74 2.34 2.18
H 4.00 -2.97 -5.65
C -1.69 2.39 -0.08
C 5.01 -4.49 -1.97
H -0.62 3.94 1.58
H -8.05 2.14 1.64
H 1.81 2.16 2.13
O 2.39 0.31 0.57
H -2.57 0.96 2.85
H 1.07 5.58 0.88
F 5.21 -0.90 -6.60
C 3.19 0.38 -3.90
H -6.36 1.10 3.10
H 1.90 -0.75 -2.62
H 7.58 -5.16 -4.03
C -8.35 1.67 2.56
C 4.08 0.35 -4.97
C 2.58 -0.79 -3.46
H 2.41 -2.91 -3.73
H 0.20 -1.07 -0.47
H 3.17 3.07 0.71
H 4.08 -5.83 -0.60
C -2.25 1.86 2.32
O 0.48 -0.30 -0.99
C -9.13 0.48 4.95
H -9.46 0.02 5.87
F -11.36 1.06 4.46
O 1.32 2.09 -0.95
N 0.14 -0.97 2.82
H 0.91 4.25 -0.25
C 0.09 -0.02 2.17
H 2.74 -0.47 0.12
C 6.68 -6.55 -2.67
C -7.80 0.49 4.58
C 4.34 -0.86 -5.57
H 6.06 -3.29 -3.40
H -1.62 2.46 2.96
C -10.06 1.07 4.11
H 4.56 1.25 -5.33
F 4.19 -3.47 -1.64
C 3.76 -2.04 -5.15
H 5.58 -7.71 -1.23

***

15
Properties=species:S:1:pos:R:3 method="wB97M-V/def2-TZVPD" charge=+1 gap_ev=8.21 homo_energy_ev=-14.248 max_force_ev_per_a=2.2
H 0.12 -0.72 0.79
H 2.45 1.77 0.03
N 1.93 -0.27 -0.06
H -1.83 -1.31 -0.86
H 0.96 1.37 0.66
C 1.60 1.17 -0.16
H -1.18 0.07 0.82
O 2.91 -0.71 -0.59
N 1.03 -1.08 0.39
H 1.47 1.19 -1.23
H -2.77 1.07 0.86
C -2.17 0.28 0.42
H -3.41 -0.32 -1.09
H 1.39 -2.07 0.61
C -2.49 -0.46 -0.61